Arrangement A

The following is a DFT calculation (ωB97M-V with the def2-TZVPD basis set) of 2 unconnected molecules or ions with the total composition C5H12NP.

Geometry as XYZ:
```
19
Properties=species:S:1:pos:R:3:nbo_charge:R:1
C -1.82 -1.03 0.63 -0.406
C -0.40 -1.16 1.32 -0.400
C -1.56 -0.21 -0.73 -0.485
C 0.55 -1.25 0.03 -0.490
C -0.10 -0.33 -0.96 -0.102
N 2.74 1.99 -0.26 -1.112
P 1.02 2.17 0.09 0.420
H -2.18 -2.07 0.34 0.190
H -2.68 -0.63 1.13 0.212
H -0.33 -0.25 1.98 0.210
H -0.38 -2.06 2.05 0.211
H -2.12 -0.71 -1.63 0.217
H -1.78 0.89 -0.60 0.224
H 1.55 -1.06 0.36 0.231
H 0.55 -2.34 -0.18 0.212
H 0.34 0.07 -1.84 0.205
H 3.13 2.58 0.47 0.372
H 2.96 2.55 -1.08 0.371
H 0.49 2.84 -1.10 -0.080
```

Summary:
Total charge = 0
Frontier orbital gap (spin up / spin down) = 0.26888 / 0.29840 Eh
Highest occupied orbital energy (spin up / spin down) = -7.3 / -7.4 eV
M = 117.1 u
LUMO level (spin up / spin down) = -0.026 / 0.706 eV

---

Arrangement B

The following is a DFT calculation (ωB97M-V with the def2-TZVPD basis set) of 2 unconnected molecules or ions with the total composition C5H12NP.

Geometry as XYZ:
```
19
Properties=species:S:1:pos:R:3:nbo_charge:R:1
C -2.28 -0.01 1.93 -0.611
C -1.49 0.50 0.73 -0.213
N -0.89 -0.56 -0.05 -1.050
P 0.31 -1.43 0.37 1.158
H -1.63 -0.62 2.57 0.188
H -2.66 0.83 2.51 0.204
H -3.11 -0.63 1.61 0.209
H -2.17 1.02 0.05 0.189
H -0.74 1.22 1.07 0.155
H 1.54 -0.90 0.79 -0.091
H 0.21 -2.42 1.36 -0.099
H 0.65 -2.17 -0.73 -0.041
C 1.60 1.34 -0.98 -0.503
C 1.96 0.59 -1.97 0.109
C 2.35 -0.19 -2.93 -0.504
H 0.65 1.86 -0.98 0.234
H 2.25 1.51 -0.13 0.220
H 2.90 0.18 -3.78 0.225
H 2.12 -1.24 -2.92 0.219
```

Summary:
Total charge = 0
Frontier orbital gap = 0.34433 Eh
Highest occupied orbital energy = -8.4 eV
M = 117.1 u
LUMO level = 0.924 eV
SMILES string = CCN=[PH3].C=C=C

---

How do the energies compare? Relative to the most stable structure, in eV: arrangement A 0.000; arrangement B 0.298.

---

Arrangement A

The following is a DFT calculation (ωB97M-V with the def2-TZVPD basis set) of 2 unconnected molecules or ions with the total composition C3H5FN2S.

Geometry as XYZ:
```
12
Properties=species:S:1:pos:R:3:nbo_charge:R:1
N -3.03 -1.45 -0.12 0.024
N -3.46 -0.45 -0.20 -0.152
S -3.98 0.92 -0.30 0.133
C 0.05 0.74 0.25 -0.638
C 0.03 -0.74 -0.27 -0.291
C -0.67 -1.64 0.34 0.224
F -0.73 -2.90 -0.05 -0.328
H -0.31 0.86 1.34 0.205
H -0.83 1.21 -0.16 0.222
H 0.98 1.22 0.14 0.220
H 0.60 -0.85 -1.21 0.218
H -1.12 -1.47 1.30 0.163
```

Summary:
Total charge = 0
Frontier orbital gap = 0.36418 Eh
Highest occupied orbital energy = -9.3 eV
M = 120.2 u
LUMO level = 0.658 eV
SMILES string = N#[N+][S-].C/C=C/F

---

Arrangement B

The following is a DFT calculation (ωB97M-V with the def2-TZVPD basis set) of C3H5FN2S in the gas phase.

Geometry as XYZ:
```
12
Properties=species:S:1:pos:R:3:nbo_charge:R:1
H -2.01 -1.51 0.27 0.326
N -1.93 -0.56 0.73 -0.581
C -0.83 -0.09 0.26 0.391
C -0.32 1.22 0.59 -0.056
F -1.43 2.01 0.97 -0.367
N 0.19 -0.86 -0.57 -0.609
C 1.52 -0.60 -0.95 -0.084
S 2.51 0.69 -0.59 -0.067
H 0.36 1.08 1.54 0.214
H 0.23 1.98 -0.15 0.245
H -0.14 -1.73 -0.65 0.380
H 1.86 -1.61 -1.44 0.208
```

Summary:
Total charge = 0
Frontier orbital gap = 0.32578 Eh
Highest occupied orbital energy = -9.2 eV
M = 120.2 u
LUMO level = -0.310 eV
SMILES string = [H]/N=C(/CF)NC=S

---

How do the energies compare? Relative to the most stable structure, in eV: arrangement A 0.637; arrangement B 0.000.

---

Arrangement A

The following is a DFT calculation (ωB97M-V with the def2-TZVPD basis set) of a molecular structure, BrCl3P2.

Geometry as XYZ:
```
6
Properties=species:S:1:pos:R:3:nbo_charge:R:1
P -0.63 -0.84 -0.61 0.536
P 0.69 0.94 -0.17 0.568
Cl -0.44 -2.05 1.10 -0.266
Cl 0.62 -1.74 -1.97 -0.257
Cl 1.17 0.74 1.75 -0.199
Br -1.42 2.96 -0.10 -0.383
```

Summary:
Total charge = 0
Frontier orbital gap (spin up / spin down) = 0.25982 / 0.25984 Eh
Highest occupied orbital energy (spin up / spin down) = -9.7 / -9.7 eV
M = 248.2 u
LUMO level (spin up / spin down) = -2.643 / -2.643 eV

---

Arrangement B

The following is a DFT calculation (ωB97M-V with the def2-TZVPD basis set) of BrCl3P2 in the gas phase.

Geometry as XYZ:
```
6
Properties=species:S:1:pos:R:3:nbo_charge:R:1
Cl -0.65 -0.53 2.29 -0.260
P -1.04 -0.41 0.29 0.540
Cl -1.08 -2.33 -0.30 -0.260
P 1.08 0.25 -0.35 0.462
Cl 0.72 2.20 0.54 -0.312
Br 0.96 0.83 -2.48 -0.170
```

Summary:
Total charge = 0
Frontier orbital gap = 0.32312 Eh
Highest occupied orbital energy = -9.2 eV
M = 248.2 u
LUMO level = -0.425 eV
SMILES string = ClP(Cl)#P(Cl)Br

---

How do the energies compare? Relative to the most stable structure, in eV: arrangement A 1.438; arrangement B 0.000.

---

Arrangement A

The following is a DFT calculation (ωB97M-V with the def2-TZVPD basis set) of C12H16N2O in the gas phase.

Geometry as XYZ:
```
31
Properties=species:S:1:pos:R:3:nbo_charge:R:1
C -2.47 -4.17 1.44 -0.407
N -1.24 -3.40 1.24 -0.457
C 0.00 -4.18 0.98 -0.408
C -1.29 -2.11 0.48 -0.019
C -2.48 -1.22 0.83 -0.511
C -1.99 0.14 0.40 0.690
O -2.76 1.01 0.02 -0.593
N -0.61 0.16 0.31 -0.455
C 0.24 1.22 -0.02 0.241
C -0.22 2.40 -0.69 -0.251
C 0.65 3.44 -0.99 -0.193
C 2.01 3.25 -0.73 -0.228
C 2.49 2.10 -0.11 -0.206
C 1.62 1.12 0.28 -0.275
C -0.11 -1.18 0.69 -0.223
H -3.14 -3.56 2.04 0.201
H -2.31 -5.09 2.05 0.210
H -2.88 -4.41 0.46 0.169
H 0.00 -5.12 1.50 0.206
H 0.10 -4.37 -0.08 0.165
H 0.89 -3.65 1.29 0.192
H -1.39 -2.35 -0.60 0.165
H -3.40 -1.48 0.27 0.241
H -2.68 -1.25 1.89 0.235
H -1.23 2.46 -0.98 0.244
H 0.31 4.33 -1.49 0.218
H 2.67 4.03 -1.08 0.209
H 3.56 1.97 0.07 0.216
H 2.04 0.23 0.77 0.214
H 0.71 -1.54 0.08 0.208
H 0.23 -1.21 1.69 0.198
```

Summary:
Total charge = 0
Frontier orbital gap = 0.33482 Eh
Highest occupied orbital energy = -8.3 eV
M = 204.3 u
LUMO level = 0.770 eV
SMILES string = CN(C)[C@H]1CC(=O)N(c2ccccc2)C1

---

Arrangement B

The following is a DFT calculation (ωB97M-V with the def2-TZVPD basis set) of 2 unconnected molecules or ions with the total composition C12H16N2O.

Geometry as XYZ:
```
31
Properties=species:S:1:pos:R:3:nbo_charge:R:1
C 1.63 -0.26 1.62 -0.615
C 2.43 -1.43 0.99 -0.435
C 1.63 -2.62 0.63 0.111
C 2.00 -3.95 0.78 -0.143
N 0.91 -4.64 0.30 -0.515
C 0.01 -3.75 -0.18 0.166
N 0.38 -2.51 0.11 -0.467
H 0.62 -0.67 1.75 0.223
H 1.51 0.54 0.90 0.213
H 1.87 0.15 2.59 0.212
H 3.12 -1.02 0.25 0.215
H 3.16 -1.80 1.73 0.204
H 3.03 -4.22 0.93 0.224
H 0.89 -5.65 0.36 0.417
H -0.94 -4.18 -0.46 0.192
C -2.70 0.54 -2.08 -0.627
C -1.87 1.53 -1.21 -0.024
C -2.52 2.41 -0.38 -0.200
C -1.76 3.41 0.26 -0.277
C -0.40 3.51 0.12 0.282
O 0.38 4.30 0.92 -0.676
C 0.25 2.56 -0.68 -0.256
C -0.48 1.63 -1.38 -0.196
H -3.76 0.58 -1.85 0.213
H -2.23 -0.43 -1.91 0.223
H -2.51 0.87 -3.10 0.214
H -3.56 2.36 -0.08 0.211
H -2.30 4.15 0.82 0.200
H -0.09 5.05 1.26 0.478
H 1.31 2.51 -0.86 0.221
H 0.01 1.02 -2.13 0.213
```

Summary:
Total charge = 0
Frontier orbital gap = 0.33220 Eh
Highest occupied orbital energy = -8.2 eV
M = 204.3 u
LUMO level = 0.853 eV
SMILES string = CCc1c[nH]cn1.Cc1ccc(O)cc1

---

How do the energies compare? Relative to the most stable structure, in eV: arrangement A 0.000; arrangement B 0.703.